Entry 1:
{
  "formula": "C4H13N3",
  "method": "ωB97M-V/def2-TZVPD",
  "symbols": ["N", "N", "N", "C", "C", "C", "C", "H", "H", "H", "H", "H", "H", "H", "H", "H", "H", "H", "H", "H"],
  "xyz": [[0.07510, -0.02966, 0.03950], [-0.82893, 2.46344, 0.94694], [2.49411, -1.67925, -0.12043], [0.17520, -1.05874, -0.96778], [1.62892, -1.23218, -1.37723], [-1.13618, -0.05528, 0.85806], [-1.85197, 1.31626, 0.80225], [0.05384, 0.80425, -0.51755], [-2.57893, 1.34303, 1.61154], [1.82213, -0.28564, -1.87485], [-0.80615, 2.86006, 2.00004], [-2.21552, 1.33538, -0.21159], [-0.81607, -0.40860, 1.88135], [-0.29208, -2.02045, -0.53421], [-1.81783, -0.88136, 0.44953], [1.85067, -2.05075, -2.06171], [3.51688, -1.80154, -0.18765], [-1.23042, 3.20583, 0.44049], [2.47446, -0.94929, 0.63110], [-0.51723, -0.87552, -1.80780]],
  "forces_ev_per_a": [[-0.04, 0.26, -0.43], [-0.77, -0.83, 3.31], [-0.77, 1.93, 0.17], [-1.25, -3.03, 1.08], [1.36, -1.10, 1.75], [0.12, -1.25, 0.21], [2.40, -0.22, 1.20], [0.24, 0.94, 0.37], [-0.52, 0.13, -0.47], [1.07, 0.26, 0.14], [-0.12, -1.49, -3.11], [-0.72, 0.53, -0.17], [-0.62, 0.65, -0.72], [1.15, 1.10, -0.43], [0.44, 1.19, 0.64], [-0.57, 0.16, -0.27], [-0.83, 0.01, -1.21], [-0.40, 1.27, -0.71], [-0.70, -0.69, -1.04], [0.54, 0.16, -0.32]],
  "charge": 0,
  "spin_multiplicity": 1,
  "homo_energy_ev": -8.5790,
  "gap_ha": 0.352,
  "smiles": "NCCNCCN"
}

***

Entry 2:
{
  "formula": "C4H13N3",
  "method": "ωB97M-V/def2-TZVPD",
  "symbols": ["N", "N", "N", "C", "C", "C", "C", "H", "H", "H", "H", "H", "H", "H", "H", "H", "H", "H", "H", "H"],
  "xyz": [[2.39722, -0.50189, -0.59008], [-1.23140, -1.65800, 0.26228], [0.69364, 1.16977, -0.44666], [-1.32181, 0.72997, 0.97879], [-0.76588, 1.13887, -0.39113], [-0.85566, -0.67880, 1.30473], [1.39117, 0.25026, -1.32369], [-1.05739, 2.16180, -0.63616], [0.25141, -0.60941, 1.37012], [-1.38109, -2.54248, 0.69873], [3.21929, 0.00939, -0.30215], [-1.00415, 1.48672, 1.69379], [-1.04492, -1.07742, 2.31446], [2.71752, -1.35126, -1.02968], [1.03089, 1.20026, 0.50285], [-1.16047, 0.51257, -1.19132], [-2.39506, 0.71616, 0.80570], [1.82864, 0.88881, -2.10485], [-2.03674, -1.32025, -0.23049], [0.72481, -0.52506, -1.68525]],
  "forces_ev_per_a": [[0.35, -0.18, 0.62], [0.86, 1.10, 0.43], [-0.60, 0.14, 0.31], [-0.14, -0.65, -1.15], [0.69, 0.74, -0.34], [1.64, -0.35, 0.55], [0.79, 0.13, 0.71], [-0.68, 0.00, 0.15], [-0.28, -0.20, -0.48], [-0.41, -0.52, -0.10], [-0.09, 0.31, -0.19], [-0.25, -0.18, 0.32], [-0.84, 0.50, -0.17], [-0.25, 0.03, -0.22], [0.54, -0.35, -0.13], [0.06, -0.16, 0.01], [-0.40, 0.32, 0.63], [-0.10, -0.58, -0.37], [-0.52, -0.32, -0.08], [-0.35, 0.20, -0.50]],
  "charge": 0,
  "spin_multiplicity": 1,
  "homo_energy_ev": -8.1991,
  "gap_ha": 0.345,
  "smiles": "NCCCNCN"
}

***

Entry 3:
{
  "formula": "C4H13N3",
  "method": "ωB97M-V/def2-TZVPD",
  "symbols": ["N", "N", "N", "C", "C", "C", "C", "H", "H", "H", "H", "H", "H", "H", "H", "H", "H", "H", "H", "H"],
  "xyz": [[0.09749, 0.54912, 0.42363], [2.26145, 0.24443, -0.39977], [-1.33919, -0.05631, 0.61365], [1.17432, -0.18382, 0.03722], [-2.02818, -0.34917, -0.67626], [1.12026, -1.63840, 0.34490], [-0.08430, 1.88490, -0.00591], [-1.39992, -0.72350, -1.46149], [-2.68454, -1.20830, -0.53455], [-1.80099, 0.76121, 1.04632], [-0.82325, 2.27693, 0.55083], [2.02656, -2.20024, -0.00856], [-1.18309, -0.86531, 1.33610], [1.01130, -1.70429, 1.42558], [-0.49184, 1.84719, -1.05699], [3.15448, -0.37314, -0.37215], [2.43286, 1.27464, -0.48015], [0.86084, 2.35510, 0.13022], [-2.66262, 0.43458, -0.99491], [0.35836, -2.32564, 0.08229]],
  "forces_ev_per_a": [[-1.40, -1.13, 0.20], [4.72, 2.60, -0.77], [3.64, -0.56, 0.57], [-4.12, -3.84, 1.57], [-0.76, -2.13, 0.19], [1.60, -1.06, 0.70], [0.89, -1.06, -3.49], [0.94, 0.34, -0.17], [-0.19, 0.04, 0.51], [0.02, -0.74, 0.42], [-2.11, 2.13, 2.23], [-0.59, 0.83, 0.62], [-0.89, 1.60, -1.64], [0.75, -0.01, 0.47], [0.93, 0.62, 0.68], [-2.12, 1.32, -0.31], [0.08, -1.30, -0.20], [0.33, 1.08, -0.16], [-0.24, 1.16, -0.16], [-1.49, 0.11, -1.25]],
  "charge": 2,
  "spin_multiplicity": 1,
  "homo_energy_ev": -20.0731,
  "gap_ha": 0.434,
  "smiles": "C[NH2+]/[N+](C)=C(\\C)N"
}

***

Entry 4:
{
  "formula": "C4H13N3",
  "method": "ωB97M-V/def2-TZVPD",
  "symbols": ["N", "N", "N", "C", "C", "C", "C", "H", "H", "H", "H", "H", "H", "H", "H", "H", "H", "H", "H", "H"],
  "xyz": [[-0.05597, 3.51369, 1.13483], [-0.12783, 1.30906, 0.50275], [0.37911, -3.56588, -0.53503], [-0.36614, 0.20872, -0.44570], [0.49332, -1.01188, -0.16464], [-0.28082, -2.22265, -0.68951], [-0.14646, 2.57133, 0.20265], [0.79508, -3.64087, 0.40261], [-0.12627, 0.58181, -1.45085], [-1.30069, -2.41624, -0.35025], [-0.30456, -4.30486, -0.68196], [-0.46861, -2.03802, -1.76513], [-0.46372, 3.02193, -0.73990], [-1.41511, -0.08502, -0.46510], [1.48337, -0.97534, -0.62839], [0.03742, 3.35342, 2.12852], [-0.03216, 4.46439, 0.80946], [0.01803, 0.98365, 1.45272], [1.24420, -3.61342, -1.08251], [0.70855, -1.11611, 0.90061]],
  "forces_ev_per_a": [[0.25, -0.54, -0.84], [0.06, -1.60, -0.64], [1.44, 1.28, 0.76], [0.29, 0.63, -0.95], [0.08, -0.96, 0.66], [-0.87, 0.01, -1.42], [-1.06, 2.03, 1.86], [-0.70, -0.26, 0.24], [-0.17, -0.02, 0.23], [0.18, 0.65, 0.78], [0.37, -0.43, -0.30], [0.45, -0.47, 0.26], [0.61, -0.98, -0.41], [-0.13, 0.24, 0.30], [-0.17, 0.21, -0.20], [0.15, -0.08, -0.05], [-0.08, 0.30, 0.19], [0.04, 0.55, 0.08], [-0.49, -0.56, -0.77], [-0.25, -0.01, 0.20]],
  "charge": 2,
  "spin_multiplicity": 1,
  "homo_energy_ev": -18.4055,
  "gap_ha": 0.435,
  "smiles": "N/C=[NH+]/CCC[NH3+]"
}

***

Entry 5:
{
  "formula": "C4H13N3",
  "method": "ωB97M-V/def2-TZVPD",
  "symbols": ["N", "N", "N", "C", "C", "C", "C", "H", "H", "H", "H", "H", "H", "H", "H", "H", "H", "H", "H", "H"],
  "xyz": [[-1.15648, 0.17893, 0.72969], [2.40447, -0.84983, 0.18767], [-0.50950, 0.26588, -1.49310], [1.94169, 0.54630, 0.33554], [-0.27314, 0.30494, -0.19836], [-1.01786, 0.06034, 2.19449], [-1.80730, 0.08969, -2.12258], [-2.13936, -0.01104, 0.39482], [-0.03872, -0.22514, 2.45996], [2.16855, -1.53939, 0.88199], [-2.60237, 0.75039, -1.63992], [2.48794, 1.19977, -0.25761], [-1.82666, -0.59938, 2.48719], [-1.29555, 0.98610, 2.64921], [2.17189, -1.23391, -0.76033], [-2.06983, 0.34925, -3.15995], [0.41386, 0.63222, -1.93994], [1.74653, 0.97424, 1.27173], [3.44906, -0.84483, -0.06223], [-2.04722, -1.03453, -1.95828]],
  "forces_ev_per_a": [[-1.33, -0.60, -0.02], [2.35, 0.55, -2.82], [4.26, 1.92, -0.85], [-4.67, -1.99, -0.61], [2.31, 0.43, 0.09], [-1.51, 0.38, -0.85], [-2.89, -1.48, 1.08], [1.30, 0.47, 0.30], [0.88, -0.59, 0.45], [-0.03, -0.29, 0.70], [1.07, -0.93, 0.09], [0.52, 1.08, -1.66], [0.48, -0.63, 0.32], [0.19, 0.87, 0.24], [-0.90, 0.21, 0.83], [1.67, -0.16, 0.03], [-2.91, -0.90, -0.11], [0.18, -0.25, 1.63], [-0.91, -0.04, 1.58], [-0.07, 1.94, -0.42]],
  "charge": 2,
  "spin_multiplicity": 1,
  "homo_energy_ev": -18.2833,
  "gap_ha": 0.326
}

***

Entry 6:
{
  "formula": "C4H13N3",
  "method": "ωB97M-V/def2-TZVPD",
  "symbols": ["N", "N", "N", "C", "C", "C", "C", "H", "H", "H", "H", "H", "H", "H", "H", "H", "H", "H", "H", "H"],
  "xyz": [[-0.30283, 0.25162, 2.01759], [1.52316, 1.37322, -2.23423], [-1.97382, -2.08121, 1.29905], [0.45378, 1.10379, -1.22536], [-1.18651, -1.47441, 0.45442], [-0.31198, -0.38032, 0.69163], [0.80753, -0.08990, -0.28766], [-1.84245, -2.10292, 2.31063], [1.18102, 2.06601, -2.92234], [-1.39333, -1.77163, -0.56116], [-0.48065, 1.01125, -1.72677], [1.74496, 0.14673, 0.20589], [0.96926, -1.02024, -0.83000], [0.26157, 2.01626, -0.65178], [1.72832, 0.59800, -2.88206], [-2.73085, -2.67088, 0.94120], [-1.24745, 0.41249, 2.40385], [0.18386, 1.15965, 2.07801], [2.38912, 1.73421, -1.82183], [0.22728, -0.28175, 2.74093]],
  "forces_ev_per_a": [[0.22, 0.10, 0.88], [-0.45, 0.28, -0.89], [0.44, 0.15, 0.13], [0.11, 0.24, 0.69], [-1.37, 0.12, 0.31], [1.22, -0.59, 0.07], [-0.81, 0.47, -0.22], [-0.27, 0.13, 0.03], [0.12, 0.38, 0.42], [0.39, 0.12, -0.54], [-0.61, -0.71, -0.78], [0.13, -0.05, 0.49], [0.03, 0.03, -0.31], [0.67, 0.05, 0.03], [0.22, -0.34, 0.54], [0.16, -0.26, 0.08], [0.00, 0.04, -0.04], [-0.13, 0.17, -0.51], [0.13, -0.04, -0.15], [-0.19, -0.28, -0.23]],
  "charge": 3,
  "spin_multiplicity": 2,
  "homo_energy_ev": [-23.5636, -25.5960],
  "gap_ha": [0.417, 0.362]
}

***

ΔE to the lowest compared entry with this formula, charge and spin
In order: 193.5; 115.2; 404.0; 36.9; 506.7; 0.0
Unit: kJ/mol